[1]
DFT (ωB97M-V/def2-TZVPD) results for 9 unconnected molecules or ions with the total composition C55H61FO3S.

Structure (XYZ):
```
121
Properties=species:S:1:pos:R:3:lowdin_charge:R:1
S 1.454 3.389 -2.541 0.628
F -2.102 1.447 -3.655 -0.056
O 1.605 3.810 -1.184 -0.254
O 0.982 4.303 -3.535 -0.246
O 2.893 2.852 -2.948 -0.253
C -6.796 4.246 2.371 -0.094
C -6.126 5.545 -2.170 -0.103
C -1.781 -6.663 4.748 -0.088
C -5.470 6.431 -1.325 -0.103
C -4.028 4.498 -2.696 -0.095
C -0.777 2.127 -1.777 -0.137
C -0.834 -2.062 -5.338 -0.097
C -5.305 4.777 4.181 -0.100
C -1.551 -8.091 9.128 -0.105
C 5.004 6.812 0.865 -0.096
C 6.926 5.444 0.400 -0.101
C -5.405 4.576 -2.855 -0.092
C 7.088 3.633 -6.802 -0.098
C -0.318 -2.234 -6.615 -0.094
C -1.930 -4.251 6.115 -0.095
C 5.904 3.626 -6.078 -0.097
C 6.366 6.569 0.989 -0.102
C -4.093 6.357 -1.174 -0.100
C -5.725 4.235 1.489 -0.094
C -2.205 -8.026 10.351 -0.094
C -2.437 -6.597 5.969 -0.105
C -1.273 -4.318 4.893 -0.092
C -6.587 4.519 3.716 -0.099
C 0.643 -0.559 -1.913 -0.056
C 7.102 4.314 -4.109 -0.083
C -2.705 -10.373 10.210 -0.099
C 6.124 4.564 -0.313 -0.108
C 4.202 5.931 0.152 -0.083
C -2.782 -9.167 10.892 -0.098
C 0.976 -4.373 1.357 -0.104
C 4.762 4.807 -0.438 -0.084
C 0.354 -3.347 0.660 -0.093
C -2.008 1.384 -2.268 -0.191
C 0.728 -4.286 -5.917 -0.093
C -1.474 -9.298 8.447 -0.103
C -3.370 5.392 -1.861 -0.092
C -4.232 4.765 3.300 -0.096
C 2.405 0.493 -3.370 -0.122
C -0.568 -3.004 -4.353 -0.105
C 8.286 4.323 -4.833 -0.092
C -0.510 -3.644 -0.385 -0.101
C 5.911 3.964 -4.731 -0.090
C 0.462 -3.346 -6.904 -0.095
C 2.917 1.814 -3.949 -0.174
C 8.279 3.981 -6.179 -0.098
C -4.443 4.495 1.955 -0.096
C 1.403 0.724 -2.229 -0.338
C -2.511 -5.391 6.653 -0.103
C -1.197 -5.524 4.210 -0.086
C 0.735 -5.695 1.006 -0.112
C -2.050 -10.439 8.987 -0.097
C -0.749 -4.964 -0.738 -0.094
C -0.125 -5.991 -0.043 -0.089
C 0.214 -4.115 -4.639 -0.088
C 0.480 1.888 -2.624 -0.305
H -1.441 -1.193 -5.112 0.097
H 7.988 5.254 0.498 0.098
H -2.265 -7.085 10.883 0.100
H 7.103 4.587 -3.061 0.086
H 3.140 6.112 0.051 0.101
H 0.210 -0.534 -0.911 0.078
H -1.989 -11.380 8.456 0.100
H -0.821 -3.430 4.470 0.098
H -3.232 4.969 3.661 0.100
H -7.797 4.045 2.009 0.100
H 0.425 -4.841 -3.864 0.097
H 4.568 7.690 1.324 0.099
H 1.216 -6.496 1.554 0.105
H -3.155 -11.263 10.631 0.099
H 1.645 -4.145 2.177 0.106
H -3.292 -9.116 11.846 0.100
H -1.423 -5.193 -1.555 0.102
H -3.610 4.492 1.263 0.093
H -1.724 -7.604 4.214 0.100
H 3.226 -0.129 -3.009 0.125
H -5.142 4.989 5.230 0.099
H 2.319 2.138 -4.806 0.129
H 7.083 3.371 -7.852 0.099
H -0.996 -2.844 -0.930 0.084
H 1.954 1.042 -1.338 0.149
H 0.543 -2.316 0.934 0.097
H -0.591 1.831 -0.741 0.135
H -0.963 -9.346 7.493 0.100
H 4.131 4.124 -0.991 0.074
H 3.955 1.761 -4.270 0.117
H 4.973 3.363 -6.566 0.099
H -5.885 4.030 0.438 0.093
H -0.684 -5.569 3.259 0.073
H -0.525 -1.503 -7.386 0.101
H 0.198 1.790 -3.675 0.139
H 1.338 -5.151 -6.143 0.101
H -1.105 -7.201 8.702 0.096
H -0.964 -2.870 -3.354 0.079
H 6.559 3.683 -0.770 0.097
H -1.989 -3.310 6.647 0.100
H -2.904 1.848 -1.856 0.111
H -3.463 3.749 -3.238 0.089
H -2.004 0.331 -1.987 0.107
H -0.312 -7.022 -0.315 0.103
H 0.864 -3.481 -7.900 0.101
H 9.203 3.990 -6.744 0.099
H 6.990 7.257 1.545 0.098
H -6.035 7.174 -0.777 0.105
H -0.158 -0.727 -2.635 0.062
H 1.312 -1.421 -1.951 0.092
H -1.004 3.195 -1.756 0.099
H -7.424 4.529 4.403 0.099
H -3.022 -5.342 7.606 0.101
H 9.214 4.599 -4.350 0.101
H 4.988 3.970 -4.164 0.089
H -5.915 3.881 -3.509 0.102
H -7.200 5.604 -2.287 0.101
H -2.293 5.340 -1.749 0.098
H -2.890 -7.485 6.393 0.096
H -3.584 7.047 -0.512 0.106
H 1.911 -0.060 -4.176 0.127
```

## Properties
Gap between HOMO and LUMO (eV): 9.557
Total charge: 0
HOMO level (Ha): -0.3344

***

[2]
DFT (ωB97M-V/def2-TZVPD) results for a molecular structure, C55H66CuF9N2O2P.

Structure (XYZ):
```
136
Properties=species:S:1:pos:R:3:lowdin_charge:R:1
Cu -0.217 -1.318 -0.048 0.168
P -0.807 -1.054 -2.301 1.164
F -6.832 -3.870 -1.897 0.126
F 1.525 -4.616 -7.512 0.126
F 1.217 5.402 -2.431 0.130
F -7.541 -1.922 -2.515 0.131
F 2.938 4.429 -3.312 0.129
F 1.767 -2.651 -8.391 0.125
F 3.308 -3.463 -7.098 0.132
F 1.272 5.028 -4.567 0.121
F -6.953 -3.384 -4.005 0.124
O 1.748 -1.849 -0.079 -0.163
O -1.478 0.479 -0.049 -0.192
N -1.522 -3.430 0.528 -0.258
N -0.217 -1.328 2.058 -0.190
C 4.399 -0.613 2.907 -0.189
C 2.604 -1.447 0.820 -0.301
C 0.954 3.163 -3.139 -0.132
C -2.739 2.369 0.921 -0.061
C 1.750 -3.053 -4.798 0.002
C 3.916 -0.964 0.512 -0.074
C -0.615 1.455 -3.733 -0.078
C -3.292 3.138 -0.308 -0.516
C -4.493 3.571 4.703 -0.056
C 1.298 -2.755 -6.074 -0.129
C -0.024 -1.708 -3.853 -0.319
C -2.432 2.878 5.892 -0.075
C 0.192 -1.931 -6.252 -0.004
C -2.977 -2.368 -3.581 -0.082
C -1.240 0.996 2.247 -0.142
C -2.335 4.326 -0.526 -0.039
C 1.085 -2.534 -3.698 -0.066
C -1.616 1.682 3.390 -0.007
C -3.536 -1.038 -1.683 -0.090
C 4.553 -0.890 -0.892 -0.521
C -0.028 2.684 -3.988 -0.008
C -3.046 3.022 2.113 -0.029
C -2.581 -1.405 -2.642 -0.297
C -4.711 3.681 -0.041 -0.072
C -6.629 -2.875 -2.798 -0.573
C -0.455 -1.409 -5.148 -0.093
C -0.058 0.087 2.417 -0.119
C 5.639 1.350 3.839 -0.052
C -3.404 2.392 -1.634 -0.054
C -0.227 0.684 -2.642 -0.302
C -4.280 -2.831 -3.640 -0.015
C -2.755 -3.834 -0.131 -0.096
C 1.974 -3.361 -7.262 -0.573
C 5.401 -0.162 3.966 -0.563
C -2.556 2.694 3.366 -0.192
C -4.843 -1.478 -1.749 -0.013
C 0.781 1.177 -1.809 -0.065
C 1.350 2.416 -2.036 0.000
C -1.698 -3.318 1.979 -0.177
C -1.485 -1.891 2.498 -0.153
C -5.232 -2.358 -2.750 -0.134
C -2.963 3.500 4.596 -0.560
C -0.437 -4.329 0.139 -0.095
C 2.267 -1.507 2.201 -0.149
C -1.828 1.245 0.968 -0.267
C 1.589 4.497 -3.366 -0.570
C 4.915 0.567 -1.229 -0.040
C 4.738 -0.561 1.559 -0.018
C 3.685 -1.408 -2.044 -0.074
C 4.910 -0.461 5.385 -0.077
C 5.834 -1.745 -0.888 -0.057
C -2.390 4.922 4.478 -0.051
C 0.929 -2.080 2.588 -0.130
C 3.133 -1.099 3.200 -0.005
C 6.737 -0.902 3.774 -0.057
H 5.573 0.600 -2.102 0.083
H 5.664 -0.147 6.110 0.077
H 5.422 1.066 -0.402 0.072
H 4.227 -1.270 -2.986 0.088
H -0.339 3.269 -4.843 0.117
H 2.093 2.808 -1.354 0.125
H -0.503 -5.306 0.645 0.088
H 6.246 -1.816 -1.899 0.077
H 4.739 -1.532 5.515 0.086
H 3.984 0.072 5.611 0.080
H -1.344 3.958 -0.804 0.084
H -1.414 1.120 -4.380 0.101
H 5.721 -0.178 1.306 0.094
H -5.360 2.881 0.323 0.091
H -4.345 1.849 -1.695 0.077
H -1.305 4.875 4.371 0.087
H -3.386 3.115 -2.455 0.084
H -1.555 -1.903 3.601 0.130
H -0.153 -1.697 -7.250 0.119
H 0.873 -3.100 2.206 0.106
H -2.713 -3.614 2.260 0.116
H 1.422 -2.761 -2.693 0.087
H -2.231 4.918 0.385 0.079
H -4.556 -3.571 -4.380 0.119
H 4.011 1.129 -1.463 0.068
H -2.630 5.512 5.369 0.078
H -3.218 -0.410 -0.862 0.088
H -0.494 -4.494 -0.938 0.083
H -5.130 4.061 -0.976 0.081
H 6.567 -1.979 3.738 0.088
H 2.620 -3.684 -4.668 0.125
H -4.910 2.566 4.793 0.088
H -5.564 -1.147 -1.011 0.129
H 0.532 -3.874 0.343 0.061
H -1.020 -4.004 2.496 0.109
H 0.855 -2.128 3.688 0.127
H 5.608 -2.753 -0.536 0.089
H 3.465 -2.467 -1.915 0.081
H -3.703 3.880 2.057 0.083
H -2.636 -3.754 -1.212 0.071
H -4.937 4.042 3.826 0.071
H 4.708 1.896 4.001 0.087
H 7.230 -0.606 2.847 0.072
H -1.319 -0.776 -5.300 0.100
H -2.268 -2.795 -4.272 0.094
H -4.730 4.499 0.679 0.065
H 6.603 -1.321 -0.240 0.070
H 6.005 1.601 2.843 0.075
H -4.789 4.149 5.584 0.077
H 0.248 0.140 3.474 0.123
H -1.344 2.944 5.942 0.081
H -2.842 3.413 6.751 0.077
H 1.101 0.584 -0.963 0.089
H -2.703 4.974 -1.328 0.081
H -3.571 -3.177 0.164 0.083
H 6.375 1.690 4.574 0.078
H 2.787 -1.170 4.226 0.100
H -2.792 5.435 3.603 0.076
H -1.121 1.424 4.319 0.100
H -2.277 -1.247 2.112 0.124
H 7.415 -0.683 4.603 0.076
H 0.780 0.472 1.830 0.137
H -3.037 -4.873 0.112 0.092
H 2.743 -0.872 -2.105 0.057
H -2.724 1.829 5.971 0.085
H -2.590 1.701 -1.757 0.042
```

## Properties
Gap between HOMO and LUMO (eV): 6.285
Total charge: -1
HOMO level (Ha): -0.1492

***

Number 1 is which compound?
C55H61FO3S

***

Which of these has the highest total charge?
C55H61FO3S

***

HOMO level of number 2 (C55H66CuF9N2O2P)?
-0.1492 Ha

***

Which of these has the highest gap between HOMO and LUMO?
C55H61FO3S